Entry 1:
C45H50N4O4RbS3Se2 as an isolated structure, computed with ωB97M-V/def2-TZVPD.

Atoms and positions in Å:
H  -1.131  4.034  -2.783
C  0.213  6.848  -0.561
H  3.860  -2.298  1.695
H  -4.045  6.834  -4.265
O  -2.279  -5.578  0.792
C  -0.896  8.382  -2.033
N  -0.759  2.881  -0.540
H  -3.954  5.768  -0.112
H  -2.289  -4.281  -0.854
H  1.354  -3.291  2.011
H  2.517  -1.097  -1.452
C  1.155  7.529  2.753
S  3.403  3.180  0.624
H  -1.777  7.573  -0.248
N  -1.197  5.132  0.950
H  1.298  2.892  2.331
C  2.022  3.992  -3.060
H  2.227  7.674  -3.143
C  -1.263  -2.810  1.103
H  -1.988  -3.275  1.769
H  -4.984  7.032  -1.985
C  5.634  2.240  1.789
C  2.104  3.513  -1.761
H  1.964  8.900  4.189
C  6.777  1.464  1.894
H  -2.117  5.348  -4.686
H  -5.980  1.676  2.740
C  -0.537  -3.924  0.334
N  1.538  5.068  1.021
H  -3.615  2.147  -0.799
H  4.307  -3.803  0.899
C  -3.848  2.419  0.224
C  0.231  8.406  -2.847
O  1.590  -4.165  1.633
C  -0.904  7.606  -0.886
H  1.257  3.023  -1.286
C  -3.563  5.681  -1.119
C  -2.477  4.852  -1.366
H  4.867  1.648  -1.470
H  2.097  -0.730  1.068
H  0.234  9.008  -3.748
C  0.319  -3.387  -0.824
C  1.349  7.659  -2.508
H  -1.090  -5.578  -0.921
H  5.229  4.650  -1.012
S  0.273  5.767  0.901
C  -0.181  8.940  4.167
H  1.118  3.820  -3.630
N  2.240  2.041  0.724
C  -4.903  1.819  0.890
H  5.038  5.522  -3.317
C  -4.131  6.388  -2.166
H  2.196  6.279  -1.063
S  -1.630  3.942  -0.043
C  -1.963  4.715  -2.641
C  3.297  -1.132  -0.687
H  -0.253  9.692  4.944
H  -2.308  8.749  3.944
C  -4.375  3.090  2.863
C  1.064  8.497  3.743
H  -3.100  -5.905  0.420
H  -5.508  1.077  0.386
C  -5.165  2.155  2.213
H  7.304  1.405  2.836
H  4.232  -0.764  -1.135
H  -0.228  -5.005  2.178
H  6.921  0.283  -1.280
Se  -0.610  -2.645  -2.425
C  -3.066  3.364  0.881
C  2.886  -0.245  0.480
H  2.110  7.141  2.416
H  5.259  2.791  2.644
C  3.274  3.743  -1.061
H  0.596  -5.710  0.781
C  3.073  4.702  -3.623
H  3.725  0.025  1.125
H  0.963  -4.192  -1.182
H  -2.138  7.010  2.176
H  -1.772  8.961  -2.300
C  7.237  0.762  0.788
C  0.000  7.014  2.188
C  -3.319  3.702  2.198
H  2.071  1.301  2.717
H  2.992  5.073  -4.638
C  4.330  4.470  -1.590
C  5.413  1.604  -0.536
H  -2.683  4.426  2.690
Rb  -0.544  0.073  -0.606
H  5.277  -2.324  0.601
C  4.954  2.296  0.577
C  -1.336  8.412  3.604
H  -4.572  3.338  3.898
C  4.222  4.956  -2.886
O  2.361  0.964  -0.141
H  8.125  0.148  0.870
C  0.350  -4.765  1.278
Se  -0.185  -1.585  2.253
H  -1.838  -2.234  0.372
C  1.343  6.879  -1.358
C  -1.250  7.446  2.612
H  0.576  1.367  1.778
C  4.265  -2.725  0.771
C  6.563  0.840  -0.424
H  0.991  -2.634  -0.416
C  -2.522  5.441  -3.686
C  -3.604  6.275  -3.449
O  3.428  -2.483  -0.333
C  1.512  1.883  1.980
C  -1.589  -4.864  -0.253

Output
net charge: -1
LUMO: 1.691 eV

---

Entry 2:
C45H51BrIrN4O4S4Si as an isolated structure, computed with ωB97M-V/def2-TZVPD.

Atoms and positions in Å:
H  3.754  1.169  -4.276
C  0.080  -6.591  0.407
H  1.922  -3.161  1.496
C  2.087  0.678  3.894
H  -6.679  1.142  -0.814
H  3.552  -3.637  1.007
H  0.525  -7.784  -1.309
Br  -0.411  -5.163  2.765
H  -2.056  1.297  3.587
H  3.324  -2.383  2.231
C  2.043  0.913  -2.971
H  3.553  0.479  2.313
C  -0.629  -1.596  -5.177
H  2.566  -0.565  -5.171
H  4.654  5.373  0.908
C  -0.265  -5.331  0.879
S  -2.628  0.890  0.227
H  0.383  0.856  5.206
H  -1.832  5.314  4.392
H  -0.739  5.791  -4.092
C  2.628  2.839  0.043
C  3.910  3.422  0.224
H  -2.391  3.771  -3.811
H  -2.935  0.895  -4.598
H  -3.019  -1.594  -4.573
C  -1.664  0.280  3.520
Ir  -0.319  0.085  -0.003
C  1.548  -0.708  -4.829
C  -1.391  3.349  -1.882
C  3.841  4.706  0.674
C  0.690  -1.489  -5.588
C  -1.568  5.254  1.047
N  1.702  -0.291  0.380
H  2.196  3.084  -2.883
H  4.107  1.388  -2.572
H  -2.859  6.537  2.312
C  -0.646  4.270  1.242
H  3.912  -0.240  -3.234
H  4.841  2.904  0.039
H  -4.283  0.269  -3.635
C  -0.199  0.310  3.226
O  -0.357  -1.962  -0.309
C  0.731  0.625  4.209
H  1.032  -1.966  -6.498
O  -1.537  -2.713  1.450
H  0.217  -7.399  1.112
C  -1.599  5.133  3.355
H  -1.838  -0.228  4.470
H  2.454  1.821  -0.266
C  3.536  0.781  -3.277
C  0.105  3.406  0.219
O  -0.243  2.113  0.529
H  -1.849  5.604  0.064
H  -2.191  -0.242  2.731
H  2.783  -3.383  -1.624
H  1.881  0.816  -1.895
C  -0.362  3.867  -1.160
H  -5.481  2.011  0.179
C  1.139  -0.088  -3.656
H  -0.323  -3.649  -2.026
H  1.402  -2.305  -1.881
H  0.554  2.482  -3.162
H  -2.593  -2.864  -2.516
C  0.256  -6.799  -0.950
H  5.017  -0.478  0.788
H  -1.921  2.465  -1.570
Si  2.881  -1.487  -0.071
H  4.609  0.148  -0.814
C  -5.621  1.238  -0.575
H  -5.238  -3.150  0.866
C  2.523  0.382  2.619
C  -1.084  -1.001  -4.006
H  2.978  -1.883  -2.526
C  0.107  -5.740  -1.835
N  0.223  -0.009  2.002
C  -2.575  -1.062  -3.723
H  1.743  2.430  -4.470
N  -3.814  -1.551  0.687
H  -2.928  -1.989  0.995
H  0.255  -5.883  -2.897
C  -0.789  5.106  -3.262
C  -0.428  -4.258  0.010
S  2.219  5.201  0.894
S  0.314  5.238  -1.959
C  -5.060  -2.125  0.598
C  -0.221  -4.487  -1.351
C  -5.900  -1.179  0.128
C  -2.116  5.754  2.261
C  -0.824  -2.864  0.448
C  2.930  -2.787  1.296
C  -0.182  -0.277  -3.176
H  -2.820  0.891  -2.831
N  -5.146  -0.037  -0.080
H  5.292  -1.469  -0.647
C  -3.857  -0.279  0.259
C  -1.635  4.055  -3.092
H  -2.501  -1.363  -1.595
O  -0.637  0.286  -2.072
C  -2.950  -1.837  -2.464
S  -0.457  3.934  2.919
H  -4.038  -1.865  -2.340
H  -1.339  -2.150  -5.784
H  -5.062  1.518  -1.465
H  -6.952  -1.212  -0.088
H  2.798  0.977  4.655
C  -3.192  0.338  -3.695
C  2.469  -2.337  -1.681
C  1.543  0.010  1.696
C  4.611  -0.746  -0.190
C  1.607  3.680  0.358
C  1.604  2.319  -3.390

Output
net charge: -1
LUMO: 2.311 eV

---

Entry 3:
C45H51BrN4O3PbSi2 as an isolated structure in a non-equilibrium geometry, computed with ωB97M-V/def2-TZVPD.

Atoms and positions in Å:
H  -1.670  4.390  1.936
C  0.060  -3.794  -4.600
C  0.909  -1.604  -4.151
H  5.489  -3.503  2.804
C  -1.319  0.853  -3.339
C  2.135  -3.092  3.072
H  -2.134  -2.004  -2.699
H  2.443  2.746  0.529
C  -1.604  3.373  1.517
C  -1.262  -2.242  -3.335
H  -4.282  2.269  0.390
C  2.974  2.606  1.493
H  -0.559  3.022  1.622
H  0.540  1.185  5.118
H  0.236  -4.779  -5.038
H  3.391  3.596  1.799
H  -1.310  -0.052  -5.263
C  1.691  -3.241  -1.063
C  -1.503  0.575  5.499
H  1.261  -3.472  3.619
H  0.302  3.424  4.337
H  2.056  3.832  4.592
H  -2.384  -2.809  2.515
C  3.405  -3.575  3.372
H  -4.498  4.049  0.419
C  -2.713  -1.368  0.974
H  1.012  -1.637  1.947
H  -1.499  -4.788  0.553
H  5.211  -1.798  1.012
H  2.691  3.704  -3.876
N  -1.443  2.095  -1.193
O  -0.520  -3.149  -0.155
H  2.233  -3.866  -0.333
C  -1.684  -0.044  2.767
H  -3.736  -0.549  3.193
H  -2.218  2.717  2.165
C  4.435  1.164  -2.467
C  3.435  0.761  -1.547
H  -4.777  -1.707  -1.692
H  -4.552  3.152  -1.138
H  -5.177  -3.897  -0.555
C  4.504  -3.117  2.617
Si  1.897  1.997  2.956
H  -1.456  0.758  6.574
C  -4.471  -3.190  -0.134
H  -3.083  3.766  -2.589
Si  -2.167  3.454  -0.227
C  -3.268  2.593  -4.378
H  -4.078  3.203  -4.774
C  3.071  -1.621  1.315
C  -0.404  0.813  4.692
H  -0.267  4.992  -0.883
C  -2.932  -2.569  1.604
C  -3.388  -1.051  -0.206
O  -0.370  -0.017  -2.814
H  2.641  0.782  5.058
C  1.990  2.393  -2.380
C  -2.791  -0.190  3.597
C  1.053  -2.848  -4.764
C  2.941  2.859  -3.261
H  3.990  1.560  4.149
H  5.350  0.573  -2.495
H  -3.981  -4.449  1.554
H  0.989  2.833  -2.345
H  3.852  1.946  1.315
C  3.038  0.977  4.033
C  -1.380  5.069  -0.914
H  1.721  -0.886  -4.180
N  2.861  -0.579  0.397
C  -3.814  -3.497  1.047
H  -0.481  -5.126  -0.841
C  -4.043  3.210  -0.145
N  2.212  1.336  -1.576
H  1.190  4.399  3.088
H  4.911  2.503  -4.087
C  -0.452  0.635  3.256
H  2.420  -2.523  -1.438
H  3.349  -0.014  3.606
C  -4.286  -1.957  -0.753
C  -2.756  2.862  -3.125
O  -1.678  -0.477  1.436
H  0.262  -4.857  0.769
H  -1.704  5.296  -1.949
C  -2.772  1.561  -5.176
H  -3.225  -0.094  -0.712
H  4.647  -0.824  -0.666
C  4.179  2.220  -3.339
H  -3.545  -0.020  5.624
H  -3.106  1.400  -6.185
C  -1.826  1.957  -2.491
C  -1.105  -3.503  -3.878
Pb  0.304  0.318  -0.105
C  3.691  -0.285  -0.561
C  -2.700  0.117  4.962
C  1.993  -2.071  2.115
C  -1.760  0.726  -4.641
N  0.500  1.028  2.386
C  -0.266  -1.292  -3.467
H  -1.869  -4.255  -3.774
C  4.337  -2.175  1.571
H  1.301  -3.832  -1.919
C  -0.532  -4.520  0.095
H  1.943  -3.055  -5.348
Br  3.513  -4.820  4.773
H  -1.641  5.912  -0.244
C  0.597  -2.428  -0.437
C  1.283  3.548  3.812

Output
net charge: 0
LUMO: -1.469 eV

---

Entry 4:
A 2-piece molecular cluster, C45H51FN4O4S2 overall in a non-equilibrium geometry, computed with ωB97M-V/def2-TZVPD.

Atoms and positions in Å:
C  2.626  2.748  0.397
C  -1.431  -1.659  1.182
H  -4.217  -0.703  -1.134
H  3.909  4.486  0.320
H  -0.363  -5.440  -2.203
H  -4.072  -4.204  -5.301
H  1.929  3.020  -6.080
H  -1.168  -2.237  -2.555
C  -2.083  -1.997  -0.001
H  3.363  -0.244  1.888
H  1.542  0.544  -6.364
H  -3.289  0.681  -1.787
S  2.579  -1.753  -5.031
C  0.415  3.076  3.490
H  0.489  4.637  4.951
C  -0.368  5.090  1.670
O  3.762  -2.316  -4.388
H  -2.414  -2.896  5.163
H  -2.142  -0.943  -3.291
H  -2.964  -2.331  -2.511
C  1.386  2.435  5.801
C  0.086  2.790  2.170
C  4.786  2.854  1.485
C  -2.190  -3.706  2.181
H  -0.920  5.378  -1.045
C  -3.526  -5.082  -3.382
H  5.451  1.061  2.511
C  -0.775  3.407  -0.159
C  -0.004  5.396  2.972
H  -0.519  -1.096  3.535
C  1.199  -1.291  -0.606
H  5.653  3.442  1.771
H  2.317  2.957  5.532
H  -3.404  -3.372  -0.992
S  0.852  -4.103  -4.491
H  -2.711  -1.294  4.462
H  0.198  -4.040  4.145
H  -1.476  -1.479  5.691
C  0.318  4.406  3.897
C  2.252  2.322  -5.301
H  -0.712  5.872  0.970
C  -2.864  -4.029  1.012
C  2.066  0.953  -5.479
C  2.577  0.035  -4.562
C  4.648  1.517  1.894
H  0.785  3.113  6.424
H  -1.419  2.057  5.230
H  1.052  -2.862  3.124
O  2.465  -1.684  -6.487
H  -0.477  4.099  -2.228
C  -0.289  3.762  1.249
C  -2.822  -3.185  -0.088
C  -1.923  -1.970  4.820
C  2.389  1.458  0.922
H  2.257  -1.013  -0.763
C  2.789  2.776  -4.080
C  -3.323  -0.081  -1.001
H  1.298  1.176  4.098
H  -2.747  4.222  0.137
C  -0.869  -2.125  3.704
C  -0.334  4.458  -1.194
H  -2.564  2.541  0.691
H  -0.328  2.442  -0.441
H  2.760  3.850  -3.863
C  -2.479  -5.570  -2.597
H  -3.442  -4.956  0.916
C  -1.950  -4.059  -4.901
C  3.348  1.870  -3.166
H  -3.377  0.397  -0.018
H  -4.560  -5.217  -3.051
O  1.519  -4.792  -3.399
H  -2.722  2.877  -1.059
C  -2.107  -0.971  -1.130
C  -3.261  -4.447  -4.604
H  -1.205  -0.352  -1.080
C  3.784  3.453  0.689
C  0.642  1.953  4.533
C  -1.508  -2.483  2.333
H  -2.677  -6.220  -1.736
H  3.409  -0.208  -2.572
F  0.836  -0.934  -1.932
N  1.065  -2.456  -4.711
C  1.076  0.862  0.881
H  -1.680  -3.508  -5.811
H  -2.236  -4.362  3.055
H  3.886  2.260  -2.282
N  -0.948  0.631  1.845
N  -0.619  -0.466  1.087
H  0.732  4.699  -1.070
C  -0.726  1.336  4.784
H  -1.169  1.068  3.819
C  -1.179  -5.154  -2.877
C  0.620  -0.320  0.467
O  1.025  -4.529  -5.891
H  0.856  -2.367  -0.303
C  0.383  -2.966  3.988
C  3.495  0.808  1.562
H  0.926  -2.577  4.854
H  -0.710  0.429  5.401
H  0.012  6.449  3.296
C  -2.096  -1.663  -2.465
C  -0.896  -4.411  -4.041
H  1.793  3.200  -0.185
H  1.681  1.584  6.431
C  -2.299  3.247  -0.110
C  3.144  0.501  -3.367
N  0.128  1.436  1.731

Output
net charge: 0
LUMO: -1.614 eV

---

DFT total energy across the listed records, respectively: -225472.8240 -185749.5409 -150639.2819 -86025.4337 eV.
Gap between HOMO and LUMO across the listed records, respectively: 4.81 6.79 4.50 4.97 eV.